1.
The following is a quantum chemistry calculation of a molecular structure, C5H9NS, from OMol25.

Structure (ORCA input):
```
! wB97M-V def2-TZVPD RIJCOSX def2/J DEFGRID3
* xyz 0 1
C 1.814 1.490 0.035
C 0.854 0.510 0.062
C -2.481 0.314 -0.333
C 1.488 -2.047 0.062
C -1.681 1.260 0.481
N 1.647 -0.642 0.320
S 3.094 0.244 -0.140
H 2.007 2.459 -0.282
H -3.444 0.579 -0.205
H -2.486 -0.710 -0.114
H -2.201 0.331 -1.402
H 2.502 -2.409 -0.148
H 1.089 -2.557 0.894
H 0.925 -2.315 -0.773
H -1.324 1.222 1.509
H -1.804 2.270 0.034
*
```

Molecular weight ... 115.20 u
Energy relative to the best compared isomer or geometry (same formula, charge and spin) ... 157.7 kcal per mole
Kohn-Sham gap (spin up / spin down) ... 8.27 / 7.15 eV
LUMO (spin up / spin down) ... 0.340 / -0.587 eV

2.
The following is a quantum chemistry calculation of a single C5H8N2 molecule, from OMol25.

Structure (ORCA input):
```
! wB97M-V def2-TZVPD RIJCOSX def2/J DEFGRID3
* xyz 0 1
N -0.615 0.733 -1.950
C -0.448 0.597 -0.529
C -1.606 0.048 0.267
N -2.592 -0.348 0.735
C 0.570 -0.414 -0.037
C 0.092 -0.750 1.367
C 1.865 -0.065 0.507
H -1.218 1.518 -2.167
H -1.040 -0.101 -2.341
H -0.199 1.582 -0.111
H 0.616 -1.331 -0.631
H -0.103 -0.026 2.155
H -0.300 -1.749 1.623
H 2.756 -0.666 0.308
H 2.083 0.979 0.757
*
```

Molecular weight ... 96.13 u
Energy relative to the best compared isomer or geometry (same formula, charge and spin) ... 97.7 kcal per mole
Kohn-Sham gap ... 8.81 eV
LUMO ... 0.564 eV

3.
The following is a quantum chemistry calculation of a molecular structure, C19H45IrN6O4PSb, from OMol25.

Structure (ORCA input):
```
! wB97M-V def2-TZVPD RIJCOSX def2/J DEFGRID3
* xyz 2 5
Ir 0.257 0.001 -1.142
N 0.434 0.371 1.203
C 1.873 0.415 1.515
C 2.191 0.326 3.006
C 1.781 -1.004 3.672
C 2.896 -1.593 4.535
N 4.016 -1.924 3.655
C 4.735 -3.032 3.679
N 4.856 -3.754 4.799
N 5.330 -3.429 2.552
C 2.621 -0.634 0.663
O 3.642 -1.161 1.118
O 2.126 -0.912 -0.478
H -0.022 1.263 1.374
H -0.042 -0.343 1.745
H 2.237 1.377 1.142
H 1.703 1.160 3.513
H 3.261 0.503 3.121
H 1.525 -1.751 2.912
H 0.896 -0.868 4.294
H 2.550 -2.496 5.039
H 3.209 -0.873 5.293
H 3.984 -1.471 2.731
H 4.665 -3.333 5.692
H 5.348 -4.631 4.795
H 5.089 -2.967 1.686
H 6.076 -4.101 2.557
C 1.942 3.316 -3.879
C 1.222 2.409 -2.932
N 1.322 1.133 -2.913
O 2.159 0.488 -3.770
C 0.303 2.965 -1.908
C -0.024 4.419 -1.876
N -0.182 2.112 -1.073
O -1.028 2.559 -0.125
H 2.177 2.834 -4.828
H 2.872 3.679 -3.435
H 1.329 4.183 -4.113
H 2.719 1.132 -4.232
H -0.643 4.686 -2.738
H 0.884 5.021 -1.928
H -0.566 4.663 -0.970
C -3.748 -1.393 1.535
C -4.087 -0.674 0.239
Sb -2.912 1.170 -0.061
C -3.242 1.559 -2.127
C -4.677 1.274 -2.568
C -4.036 2.680 0.931
C -3.753 2.737 2.431
H -4.357 -2.292 1.646
H -3.932 -0.767 2.409
H -2.700 -1.701 1.560
H -5.126 -0.337 0.206
H -3.906 -1.297 -0.638
H -2.523 0.969 -2.702
H -2.978 2.609 -2.264
H -4.934 0.218 -2.458
H -4.816 1.535 -3.617
H -5.400 1.853 -1.991
H -5.092 2.489 0.729
H -3.774 3.620 0.443
H -4.013 1.802 2.931
H -4.339 3.528 2.899
H -2.700 2.948 2.630
C -0.630 -3.289 -1.316
P -0.207 -1.910 -2.418
C 1.179 -2.521 -3.399
C -1.605 -1.763 -3.562
H -0.821 -4.201 -1.884
H -1.518 -3.039 -0.733
H 0.204 -3.465 -0.634
H 0.950 -3.507 -3.804
H 2.059 -2.576 -2.758
H 1.389 -1.829 -4.213
H -1.789 -2.703 -4.084
H -1.389 -0.987 -4.298
H -2.503 -1.482 -3.011
*
```

<S²> ... 6.02
Molecular weight ... 766.56 u
Energy relative to the best compared isomer or geometry (same formula, charge and spin) ... 0.0 kcal per mole
Kohn-Sham gap (spin up / spin down) ... 7.43 / 7.20 eV
LUMO (spin up / spin down) ... -4.753 / -6.488 eV

4.
The following is a quantum chemistry calculation of a molecular structure, C10H22F6N3O6S2Ti, from OMol25.

Structure (ORCA input):
```
! wB97M-V def2-TZVPD RIJCOSX def2/J DEFGRID3
* xyz 0 4
Ti -0.157 0.106 -0.001
C -3.818 1.176 -0.316
F -3.023 1.750 0.578
F -5.069 1.272 0.089
F -3.673 1.799 -1.459
S -3.345 -0.646 -0.476
O -3.054 -1.057 0.882
O -4.412 -1.313 -1.162
N -1.883 -0.494 -1.283
S -1.989 -1.226 -2.707
O -2.322 -2.628 -2.604
O -2.728 -0.440 -3.675
C -0.211 -1.137 -3.327
F 0.222 0.116 -3.389
F 0.572 -1.817 -2.460
F -0.100 -1.697 -4.512
C 0.677 -0.456 4.255
C 0.520 -0.498 2.732
C 0.030 -1.858 2.272
O 0.382 -2.100 0.912
C -0.243 -3.301 0.455
N -0.420 0.604 2.340
H 1.126 0.486 4.578
H 1.275 -1.279 4.646
H -0.301 -0.453 4.743
H 1.456 -0.323 2.187
H -1.046 -1.991 2.442
H 0.472 -2.616 2.931
H 0.059 -4.147 1.085
H 0.149 -3.477 -0.542
H -1.332 -3.310 0.518
H -0.077 1.417 2.849
H -1.239 0.347 2.896
C 3.300 1.404 -2.204
C 2.997 1.058 -0.731
C 2.063 2.151 -0.178
O 0.756 2.164 -0.780
C -0.140 3.163 -0.361
N 2.325 -0.250 -0.748
H 2.350 1.571 -2.713
H 3.836 0.604 -2.718
H 3.908 2.294 -2.386
H 3.936 1.071 -0.180
H 2.494 3.140 -0.358
H 1.835 1.981 0.883
H -0.279 3.264 0.722
H -1.118 2.910 -0.764
H 0.158 4.161 -0.703
H 2.966 -1.015 -0.547
H 2.117 -0.480 -1.712
*
```

<S²> ... 3.75
Molecular weight ... 506.29 u
Energy relative to the best compared isomer or geometry (same formula, charge and spin) ... 0.0 kcal per mole
Kohn-Sham gap (spin up / spin down) ... 4.19 / 9.41 eV
LUMO (spin up / spin down) ... -0.128 / -0.156 eV

5.
The following is a quantum chemistry calculation of a molecular structure, CH16F3O11SZn, from OMol25.

Structure (ORCA input):
```
! wB97M-V def2-TZVPD RIJCOSX def2/J DEFGRID3
* xyz 0 2
Zn 0.060 -2.338 1.434
C -0.674 2.237 0.903
F -1.987 2.375 1.023
F -0.183 3.190 0.192
F -0.089 2.188 2.040
S -0.262 0.586 -0.031
O -0.293 -0.521 0.924
O -1.265 0.412 -1.102
O 1.100 0.763 -0.516
O 0.891 -1.778 3.283
H 1.779 -1.514 3.526
H 0.433 -1.876 4.117
O 2.015 -2.020 0.722
H 2.595 -1.320 1.020
H 2.299 -2.203 -0.174
O -1.832 -2.307 2.270
H -2.091 -2.456 3.179
H -2.644 -2.061 1.827
O -0.961 0.836 -3.829
H -0.968 0.728 -2.877
H -0.424 0.111 -4.148
O 0.615 5.332 -1.613
H 1.502 5.010 -1.452
H 0.066 4.835 -1.006
O -0.274 -3.159 -0.373
H -0.874 -2.926 -1.082
H -0.087 -4.087 -0.513
O -2.200 -1.966 -1.728
H -2.840 -1.784 -1.040
H -1.767 -1.126 -1.880
O 2.871 2.656 -1.092
H 3.481 1.938 -0.923
H 2.007 2.244 -1.082
*
```

<S²> ... 0.75
Molecular weight ... 358.58 u
Kohn-Sham gap (spin up / spin down) ... 4.35 / 10.13 eV
LUMO (spin up / spin down) ... -0.278 / -0.627 eV

6.
The following is a quantum chemistry calculation of a molecular structure, C14H25OSi2W, from OMol25.

Structure (ORCA input):
```
! wB97M-V def2-TZVPD RIJCOSX def2/J DEFGRID3
* xyz 3 1
W 0.072 0.197 0.600
C -0.607 -1.422 2.196
C -1.616 -0.735 1.461
C -2.439 0.906 2.541
C -1.912 0.782 3.889
C -0.738 0.162 4.143
C -0.037 -0.801 3.305
H -0.342 -2.450 1.970
H -2.400 -1.214 0.885
H -4.286 1.051 2.981
H -2.458 1.262 4.696
H -0.331 0.252 5.145
H 0.864 -1.236 3.725
O -3.655 1.178 2.244
C -1.463 0.810 1.535
C -1.865 2.100 -2.092
Si -0.191 1.431 -1.759
C 0.690 2.249 -0.120
C 1.076 1.712 -3.060
C -0.408 -0.500 -1.148
Si 1.174 -1.633 -1.266
C 2.325 -0.703 0.086
C 2.132 -1.526 -2.840
C 0.770 -3.364 -0.767
H -1.805 3.174 -2.290
H -2.588 1.936 -1.294
H -2.245 1.639 -3.010
H 0.282 3.243 -0.362
H 1.772 2.290 -0.258
H 0.484 2.340 0.981
H 0.968 2.756 -3.371
H 0.848 1.094 -3.932
H 2.105 1.543 -2.753
H -1.360 -0.837 -1.565
H 3.010 -0.070 -0.480
H 2.897 -1.549 0.483
H 2.150 -0.174 1.065
H 2.611 -0.572 -3.034
H 1.488 -1.787 -3.683
H 2.913 -2.291 -2.782
H 0.027 -3.466 0.022
H 1.682 -3.873 -0.443
H 0.404 -3.904 -1.645
*
```

Molecular weight ... 449.36 u
Kohn-Sham gap ... 7.30 eV
LUMO ... -12.656 eV

Copy entry 5 word for word.
The following is a quantum chemistry calculation of a molecular structure, CH16F3O11SZn, from OMol25.

Structure (ORCA input):
```
! wB97M-V def2-TZVPD RIJCOSX def2/J DEFGRID3
* xyz 0 2
Zn 0.060 -2.338 1.434
C -0.674 2.237 0.903
F -1.987 2.375 1.023
F -0.183 3.190 0.192
F -0.089 2.188 2.040
S -0.262 0.586 -0.031
O -0.293 -0.521 0.924
O -1.265 0.412 -1.102
O 1.100 0.763 -0.516
O 0.891 -1.778 3.283
H 1.779 -1.514 3.526
H 0.433 -1.876 4.117
O 2.015 -2.020 0.722
H 2.595 -1.320 1.020
H 2.299 -2.203 -0.174
O -1.832 -2.307 2.270
H -2.091 -2.456 3.179
H -2.644 -2.061 1.827
O -0.961 0.836 -3.829
H -0.968 0.728 -2.877
H -0.424 0.111 -4.148
O 0.615 5.332 -1.613
H 1.502 5.010 -1.452
H 0.066 4.835 -1.006
O -0.274 -3.159 -0.373
H -0.874 -2.926 -1.082
H -0.087 -4.087 -0.513
O -2.200 -1.966 -1.728
H -2.840 -1.784 -1.040
H -1.767 -1.126 -1.880
O 2.871 2.656 -1.092
H 3.481 1.938 -0.923
H 2.007 2.244 -1.082
*
```

<S²> ... 0.75
Molecular weight ... 358.58 u
Kohn-Sham gap (spin up / spin down) ... 4.35 / 10.13 eV
LUMO (spin up / spin down) ... -0.278 / -0.627 eV

What is the formula in the first record?
C5H9NS

molecular weight of number 5 (CH16F3O11SZn)?
358.58 u